No. 1
ORCA calculation (ωB97M-V/def2-TZVPD) on C3H7N3O as an isolated structure.

Last column: Löwdin charge in e.
Cartesian coordinates (Å):
C1 0.285 -2.301 0.298  -0.117
N1 -0.636 -1.407 -0.364  -0.029
C2 -0.538 -0.109 -0.475  -0.577
O1 -1.593 0.322 -1.081  -0.006
N2 0.460 0.716 -0.052  0.125
C3 0.404 2.103 -0.177  -0.264
N3 1.370 2.803 0.240  0.087
H1 0.425 -2.046 1.359  0.079
H2 1.272 -2.325 -0.188  0.078
H3 -0.120 -3.315 0.258  0.075
H4 -1.752 -0.953 -0.990  0.230
H5 1.279 0.333 0.393  0.145
H6 -0.525 2.445 -0.642  0.131
H7 1.186 3.790 0.083  0.044

Computed properties:
* max |F|: 0.006 hartree/bohr
* LUMO: 0.86 eV
* energy above the lowest of the compared OMol25 structures with the same formula, charge and spin: 2.107 eV


No. 2
ORCA calculation (ωB97M-V/def2-TZVPD) on a 12-piece molecular cluster, C34H92O17S7 overall in a non-equilibrium geometry.

Last column: Löwdin charge in e.
Cartesian coordinates (Å):
C1 -2.665 3.181 4.868  -0.225
S1 -1.964 1.732 3.985  0.792
O1 -0.502 1.924 3.822  -0.559
C2 -2.202 0.624 5.364  -0.257
H1 -1.916 3.476 5.603  0.061
H2 -3.638 2.862 5.267  0.057
H3 -2.735 3.996 4.149  0.029
H4 -3.136 0.818 5.849  0.040
H5 -1.347 0.854 6.007  0.061
H6 -2.159 -0.419 5.062  0.039
C3 -1.254 5.179 1.715  -0.192
S2 -1.837 4.007 0.277  0.825
O2 -2.919 3.165 0.892  -0.605
C4 -2.671 5.470 -0.506  -0.230
H7 -2.204 5.621 2.153  0.067
H8 -0.584 5.892 1.313  0.008
H9 -0.874 4.475 2.439  0.013
H10 -3.208 5.715 0.388  0.018
H11 -3.329 5.243 -1.357  0.047
H12 -1.987 6.228 -0.738  0.012
C5 -3.711 -3.107 0.975  -0.242
S3 -3.388 -1.737 2.117  0.830
O3 -2.049 -2.002 2.633  -0.571
C6 -3.215 -0.544 0.796  -0.254
H13 -2.821 -3.355 0.418  0.043
H14 -4.552 -2.880 0.430  0.018
H15 -3.913 -4.071 1.499  0.061
H16 -3.148 0.462 1.267  0.035
H17 -4.057 -0.527 0.086  0.067
H18 -2.332 -0.652 0.253  0.027
C7 4.536 -2.667 1.975  -0.255
S4 6.155 -2.498 2.798  0.821
O4 6.200 -1.009 3.025  -0.597
C8 5.723 -3.315 4.430  -0.238
H19 4.594 -2.102 1.011  0.054
H20 3.765 -2.241 2.586  0.023
H21 4.390 -3.715 1.817  0.036
H22 4.848 -2.749 4.870  0.049
H23 6.589 -3.325 5.064  0.025
H24 5.347 -4.378 4.300  0.066
C9 6.575 1.110 -1.475  -0.274
S5 6.510 2.787 -0.837  0.838
O5 5.262 3.452 -1.377  -0.585
C10 6.123 2.239 0.869  -0.229
H25 6.687 1.404 -2.520  0.035
H26 5.658 0.526 -1.301  0.066
H27 7.468 0.521 -1.200  0.069
H28 5.256 1.599 0.719  0.038
H29 5.994 3.103 1.475  0.039
H30 6.995 1.655 1.144  0.052
C11 1.445 4.952 -3.046  -0.238
S6 1.387 4.728 -1.244  0.836
O6 0.221 5.604 -0.753  -0.626
C12 2.871 5.530 -0.700  -0.270
H31 2.386 4.453 -3.335  0.057
H32 1.464 5.995 -3.349  0.059
H33 0.532 4.393 -3.299  0.029
H34 3.680 4.745 -0.869  0.026
H35 2.721 5.574 0.398  0.061
H36 3.116 6.467 -1.265  0.080
C13 2.004 1.537 1.269  -0.193
S7 1.277 0.064 0.410  0.817
O7 2.494 -0.768 -0.040  -0.581
C14 0.568 -0.838 1.786  -0.270
H37 2.250 2.226 0.506  -0.001
H38 2.943 1.081 1.624  0.046
H39 1.306 1.892 2.047  0.044
H40 -0.050 -1.726 1.448  0.056
H41 -0.097 -0.187 2.404  0.040
H42 1.402 -1.131 2.436  0.041
C15 -1.576 -5.651 1.879  -0.103
O8 -1.830 -5.916 0.484  -0.198
C16 -0.571 -6.344 -0.085  -0.176
C17 0.423 -5.171 -0.435  -0.189
O9 -0.287 -4.378 -1.381  -0.213
C18 0.625 -3.495 -2.103  -0.052
H43 -0.990 -4.716 1.945  0.072
H44 -1.015 -6.505 2.329  0.101
H45 -2.469 -5.380 2.415  0.066
H46 -0.864 -6.876 -1.027  0.140
H47 -0.051 -6.945 0.595  0.082
H48 1.321 -5.578 -0.889  0.113
H49 0.697 -4.589 0.501  0.130
H50 0.179 -3.102 -3.007  0.081
H51 1.483 -4.071 -2.510  0.094
H52 0.996 -2.773 -1.423  0.055
C19 -4.237 1.482 -3.035  -0.057
O10 -3.359 2.248 -3.921  -0.209
C20 -3.789 3.609 -4.089  -0.158
C21 -2.445 4.433 -4.386  -0.150
O11 -2.796 5.817 -4.287  -0.232
C22 -1.756 6.757 -4.329  -0.137
H53 -5.116 1.206 -3.584  0.075
H54 -4.490 2.113 -2.172  0.088
H55 -3.852 0.521 -2.675  0.069
H56 -4.218 4.101 -3.240  0.093
H57 -4.468 3.722 -4.959  0.130
H58 -2.003 4.225 -5.348  0.116
H59 -1.699 4.366 -3.537  0.119
H60 -1.083 6.613 -3.426  0.071
H61 -2.064 7.846 -4.184  0.106
H62 -1.038 6.639 -5.197  0.097
C23 1.497 -3.710 4.773  -0.117
O12 2.371 -2.592 4.807  -0.203
C24 1.559 -1.531 5.363  -0.204
C25 2.346 -0.277 5.479  -0.245
O13 3.438 -0.500 6.320  -0.172
C26 4.488 0.386 5.950  -0.094
H63 0.724 -3.726 3.956  0.091
H64 0.996 -3.810 5.768  0.094
H65 2.177 -4.601 4.616  0.099
H66 1.313 -1.760 6.403  0.134
H67 0.730 -1.379 4.741  0.094
H68 1.687 0.585 5.801  0.140
H69 2.725 0.142 4.491  0.130
H70 5.340 0.185 6.662  0.113
H71 4.220 1.395 6.187  0.072
H72 4.654 0.327 4.897  0.060
C27 -0.796 0.164 -5.265  -0.101
O14 -0.565 -0.474 -4.065  -0.199
C28 -0.053 0.269 -2.996  -0.183
C29 1.379 0.740 -3.256  -0.203
O15 1.360 1.901 -4.002  -0.189
C30 2.254 1.975 -5.042  -0.135
H73 -1.148 1.128 -5.100  0.063
H74 -1.535 -0.391 -5.817  0.091
H75 0.113 0.104 -5.883  0.087
H76 -0.073 -0.406 -2.099  0.106
H77 -0.662 1.113 -2.840  0.108
H78 1.995 -0.037 -3.701  0.135
H79 1.842 0.910 -2.259  0.105
H80 2.116 1.229 -5.859  0.095
H81 3.285 1.811 -4.778  0.082
H82 2.227 2.975 -5.420  0.078
C31 -3.009 -2.581 -2.737  -0.058
O16 -3.012 -3.818 -3.504  -0.187
C32 -3.216 -5.071 -2.916  -0.218
C33 -4.649 -5.584 -2.941  -0.182
O17 -5.574 -4.651 -2.313  -0.198
C34 -6.862 -5.242 -2.333  -0.126
H83 -2.368 -1.874 -3.266  0.065
H84 -2.477 -2.709 -1.820  0.053
H85 -4.064 -2.197 -2.702  0.099
H86 -2.668 -5.041 -1.945  0.110
H87 -2.702 -5.832 -3.557  0.133
H88 -4.804 -6.556 -2.472  0.117
H89 -4.965 -5.664 -4.032  0.138
H90 -7.075 -5.526 -3.365  0.085
H91 -7.504 -4.500 -1.987  0.062
H92 -6.994 -6.132 -1.690  0.094

Computed properties:
* max |F|: 0.060 hartree/bohr
* LUMO: 0.46 eV


No. 3
ORCA calculation (ωB97M-V/def2-TZVPD) on a 2-piece molecular cluster, C27H48BClN3O4S overall in a non-equilibrium geometry.

Last column: Löwdin charge in e.
Cartesian coordinates (Å):
C1 0.236 -3.677 2.124  -0.111
C2 0.705 -2.129 2.202  -0.186
C3 2.251 -1.917 2.367  -0.059
C4 2.759 -0.459 2.479  -0.095
C5 1.744 0.706 2.432  -0.059
C6 0.189 0.516 2.273  -0.150
C7 -0.699 1.835 2.289  -0.095
C8 -1.843 1.912 1.171  -0.236
O1 -2.136 0.769 0.346  -0.063
B1 -3.320 1.270 -0.421  -0.784
C9 -3.821 0.423 -1.731  -0.131
C10 -4.800 -0.820 -1.356  -0.235
C11 -3.912 -1.868 -0.510  -0.213
C12 -4.356 -3.356 -0.951  -0.251
S1 -3.841 -3.753 -2.717  0.438
O2 -2.755 -2.789 -3.161  -0.389
O3 -3.269 -5.155 -2.685  -0.419
Cl1 -5.485 -3.574 -3.983  0.315
O4 -3.133 2.752 -0.568  -0.098
C13 -1.824 3.068 0.047  -0.328
C14 -2.098 4.600 0.512  -0.105
C15 -0.984 5.185 1.509  -0.211
C16 0.520 5.112 0.960  -0.191
C17 1.624 5.707 2.009  -0.280
N1 1.076 5.904 3.391  -0.060
C18 -0.844 2.948 -1.218  -0.089
C19 0.430 1.991 -1.013  -0.174
C20 0.240 0.508 -1.674  -0.167
C21 1.231 0.285 -2.922  -0.200
C22 2.635 -0.330 -2.448  -0.305
N2 3.599 0.689 -1.911  -0.043
C23 -0.313 -0.938 2.157  0.027
H1 1.024 -4.264 2.735  0.052
H2 0.281 -4.105 1.069  0.068
H3 -0.763 -3.820 2.654  0.068
H4 2.998 -2.787 2.434  0.029
H5 3.863 -0.201 2.630  0.075
H6 2.155 1.774 2.549  0.082
H7 0.019 2.727 2.209  0.080
H8 -1.204 1.910 3.311  0.120
H9 -2.813 2.099 1.782  0.153
H10 -4.282 1.230 0.297  0.097
H11 -4.491 1.147 -2.343  0.106
H12 -2.989 0.095 -2.450  0.084
H13 -5.184 -1.259 -2.357  0.064
H14 -5.749 -0.469 -0.803  0.110
H15 -4.164 -1.688 0.596  0.131
H16 -2.816 -1.641 -0.760  0.118
H17 -5.487 -3.449 -0.816  0.106
H18 -3.786 -4.083 -0.259  0.112
H19 -3.092 4.601 1.090  0.124
H20 -2.179 5.311 -0.393  0.124
H21 -1.019 4.601 2.494  0.086
H22 -1.183 6.287 1.799  0.114
H23 0.649 5.683 -0.020  0.106
H24 0.875 4.033 0.750  0.085
H25 2.117 6.665 1.593  0.106
H26 2.494 4.947 2.105  0.096
H27 0.695 5.008 3.756  0.059
H28 1.900 6.079 4.003  0.062
H29 -0.431 4.009 -1.420  0.098
H30 -1.374 2.639 -2.191  0.137
H31 1.293 2.465 -1.627  0.099
H32 0.819 1.932 0.061  0.076
H33 0.494 -0.257 -0.864  0.100
H34 -0.847 0.379 -2.029  0.097
H35 1.433 1.248 -3.508  0.108
H36 0.774 -0.467 -3.659  0.103
H37 2.450 -1.093 -1.610  0.096
H38 3.160 -0.915 -3.298  0.105
H39 3.224 0.931 -0.970  0.057
H40 4.520 0.228 -1.776  0.054
H41 -1.425 -1.154 2.055  0.100
C24 3.143 -4.716 -1.624  -0.104
C25 4.586 -5.002 -1.221  -0.270
C26 4.693 -5.900 0.015  -0.182
C27 4.032 -5.234 1.186  -0.157
N3 3.514 -4.708 2.107  0.149
H42 2.606 -4.173 -0.842  0.066
H43 3.116 -4.098 -2.525  0.072
H44 2.603 -5.644 -1.832  0.079
H45 5.097 -4.052 -1.034  0.112
H46 5.101 -5.485 -2.057  0.106
H47 5.742 -6.086 0.255  0.112
H48 4.210 -6.864 -0.168  0.116

Computed properties:
* total charge: -1
* max |F|: 0.128 hartree/bohr
* LUMO: 1.61 eV


No. 4
ORCA calculation (ωB97M-V/def2-TZVPD) on the molecule C3H5NO2.

Last column: Löwdin charge in e.
Cartesian coordinates (Å):
O1 -1.762 0.678 0.186  0.011
C1 -0.526 0.099 0.473  -0.271
C2 0.049 -0.882 -0.585  -0.102
N1 1.213 -0.005 -0.665  0.090
C3 0.757 0.933 0.227  -0.441
O2 1.237 1.937 0.686  0.087
H1 -2.361 0.521 0.924  0.099
H2 -0.471 -0.297 1.494  0.157
H3 0.263 -1.898 -0.235  0.111
H4 -0.549 -0.913 -1.501  0.117
H5 2.149 -0.173 -1.004  0.143

Computed properties:
* SMILES string: O=C1NC[C@@H]1O
* max |F|: 0.010 hartree/bohr
* LUMO: 0.67 eV
* energy above the lowest of the compared OMol25 structures with the same formula, charge and spin: 1.290 eV


No. 5
ORCA calculation (ωB97M-V/def2-TZVPD) on the molecule C5H6O2 in a non-equilibrium geometry.

Last column: Löwdin charge in e.
Cartesian coordinates (Å):
O1 -2.328 -0.319 -0.135  -0.051
C1 -1.140 -0.867 0.369  -0.217
C2 0.043 0.077 0.266  -0.192
C3 -0.134 1.528 0.444  -0.202
O2 -1.191 2.046 0.753  0.044
C4 1.245 -0.339 -0.064  -0.036
C5 2.242 -0.597 -0.854  0.051
H1 -2.423 0.553 0.282  0.067
H2 -1.230 -1.165 1.424  0.126
H3 -0.929 -1.770 -0.215  0.127
H4 1.850 -0.258 -1.804  0.081
H5 0.757 2.144 0.208  0.132
H6 3.244 -1.005 -0.755  0.069

Computed properties:
* SMILES string: C=C=C(C=O)CO
* max |F|: 0.022 hartree/bohr
* LUMO: -0.05 eV
* energy above the lowest of the compared OMol25 structures with the same formula, charge and spin: 2.529 eV


No. 6
ORCA calculation (ωB97M-V/def2-TZVPD) on a 2-piece molecular cluster, C5H11N3 overall in a non-equilibrium geometry.

Last column: Löwdin charge in e.
Cartesian coordinates (Å):
N1 -0.496 1.206 1.286  -0.098
N2 -0.397 0.453 2.472  0.007
C1 -0.922 0.697 0.088  -0.332
C2 -1.539 1.421 -0.851  0.011
H1 -0.683 2.186 1.470  0.129
H2 -1.174 -0.199 2.563  0.082
H3 0.473 -0.072 2.472  0.066
H4 1.288 0.724 -1.054  0.088
H5 -1.720 1.025 -1.838  0.046
H6 -1.875 2.430 -0.662  0.048
C3 -0.439 -0.869 -0.267  -0.298
C4 1.409 -0.351 -1.158  -0.132
C5 2.348 -0.975 -0.407  -0.016
N3 -0.973 -1.659 -1.107  0.075
H7 -1.904 -1.393 -1.423  0.053
H8 -0.106 -1.324 0.669  0.087
H9 1.183 -0.697 -2.163  0.082
H10 3.097 -1.664 -0.759  0.051
H11 2.429 -0.939 0.669  0.051

Computed properties:
* SMILES string: [H]/N=C\C(=C)NN.C=C
* max |F|: 0.085 hartree/bohr
* LUMO: -0.18 eV
* energy above the lowest of the compared OMol25 structures with the same formula, charge and spin: 5.897 eV


No. 7
ORCA calculation (ωB97M-V/def2-TZVPD) on C5H3O3Y as an isolated structure in a non-equilibrium geometry.

Last column: Mulliken spin population.
Cartesian coordinates (Å):
C1 -1.523 0.258 -0.548  0.698
C2 -2.380 0.838 0.233  0.098
O1 -3.028 1.588 0.848  0.358
C3 -0.858 -0.956 -1.045  0.005
C4 0.154 -0.695 0.011  -0.100
O2 1.182 0.071 -0.121  0.014
C5 1.753 1.340 1.781  0.001
O3 2.860 1.326 1.416  -0.003
Y1 3.516 0.222 -0.547  -0.121
H1 -1.409 -1.893 -0.903  0.028
H2 -0.431 -0.795 -2.050  0.026
H3 0.166 -1.304 0.926  -0.004

Computed properties:
* total charge: +3
* spin multiplicity: 2
* max |F|: 0.084 hartree/bohr
* LUMO (alpha / beta): -15.73 / -15.80 eV